Here is a 2-piece molecular cluster, C5H15N2O2 overall at a distorted geometry from the OMol25 dataset. Energies are from ωB97M-V/def2-TZVPD.

Last columns: bonded neighbours and bond lengths (Å).
Cartesian coordinates (Å):
1 N -1.68 -0.32 -0.03  C2 1.472, H9 0.985, H10 1.013, H11 1.030
2 C -1.24 -0.66 1.33  N1 1.472, C3 1.654, H12 1.108, H13 1.109
3 C 0.37 -0.27 1.35  C2 1.654, N4 1.382, H14 1.141, H15 1.126
4 N 0.79 -0.61 0.08  C3 1.382, C5 1.520, C6 1.544
5 C 1.42 -1.99 0.10  N4 1.520, H16 1.131, H17 1.168, H18 1.114
6 C 1.73 0.44 -0.56  N4 1.544, C7 1.382, H19 1.121, H20 1.151
7 C 1.15 1.44 -1.32  C6 1.382, O8 1.218, H21 1.004
8 O -0.03 1.73 -1.32  C7 1.218
9 H -1.27 -0.91 -0.71  N1 0.985
10 H -1.26 0.59 -0.18  N1 1.013
11 H -2.64 -0.45 -0.39  N1 1.030
12 H -1.74 -0.27 2.24  C2 1.108
13 H -1.31 -1.75 1.52  C2 1.109
14 H 0.67 0.72 1.82  C3 1.141
15 H 0.93 -0.84 2.14  C3 1.126
16 H 2.20 -1.96 -0.72  C5 1.131
17 H 0.54 -2.67 -0.26  C5 1.168
18 H 1.59 -2.37 1.13  C5 1.114
19 H 2.64 0.04 -1.08  C6 1.121
20 H 2.25 0.99 0.31  C6 1.151
21 H 1.77 2.13 -1.72  C7 1.004
22 H -1.64 2.16 -1.64  O24 0.995
23 H -2.69 2.86 -0.83  O24 0.989
24 O -2.53 1.97 -1.24  H22 0.995, H23 0.989

Values from the calculation:
- Kohn-Sham gap (eV) = 10.3
- energy above the lowest of the compared OMol25 structures with the same formula, charge and spin (eV) = 4.3801
- charge = +1
- HOMO (eV) = -13.41